(1)
Here is the ion C26H40NO2 with charge +1 in a non-equilibrium geometry from OMol25. Energies are from wB97M-V/def2-TZVPD.

Properties
Structure (SMILES): Cc1cc(C)c([C@H](C)C[C@H](c2c(C)cc(C)cc2C)[NH+](CCO)CCO)c(C)c1
E_HOMO, Ha: -0.4045
Charge: +1
F_max, eV Å⁻¹: 2.28
Gap between HOMO and LUMO, eV: 8.84

Each line ends with the Mulliken charge.
Atoms and positions in Å:
1 O 4.7783 -3.3219 -0.3864  -0.550
2 O 3.0512 -4.3692 2.4799  -0.572
3 N 2.2806 -3.1645 0.1693  1.108
4 C 4.5402 -0.3103 0.6557  -1.917
5 C 4.2260 0.7859 -4.1568  -1.466
6 C 2.1867 -5.2237 1.7425  -1.190
7 C -1.9901 -3.8544 -0.1749  -0.861
8 C 4.2001 0.1128 -1.7635  -0.791
9 C -2.2260 -4.4966 1.0362  0.594
10 C -1.4549 -4.1547 2.1464  -0.724
11 C -3.2800 -5.5502 1.1549  -1.586
12 C 1.7349 1.3647 -1.3544  0.429
13 C -0.9736 -2.9105 -0.3099  1.312
14 C 4.0129 -3.4812 -1.6004  -1.144
15 C 0.4200 -2.9860 3.2834  -1.972
16 C 1.8860 -4.6393 0.3811  -0.635
17 C 3.5507 0.7357 -2.8295  0.499
18 C -0.8337 -2.1964 -1.6274  -1.435
19 C 0.4649 2.1449 -1.1189  -1.639
20 C 1.2850 -2.0987 0.4916  0.470
21 C -0.0809 -2.7071 0.7732  -1.029
22 C 2.5592 -3.1457 -1.3539  -0.642
23 C 1.6283 0.4298 0.9948  -0.089
24 C -0.3859 -3.2598 2.0391  1.075
25 C 3.6625 0.1420 -0.4832  1.168
26 C 2.0771 1.5277 1.9757  -1.439
27 C 2.3375 0.6051 -0.3297  1.010
28 C 2.3264 1.3702 -2.6085  -0.901
29 C 1.7208 -1.0241 1.5412  -1.413
30 H 5.2721 1.0972 -4.0448  0.353
31 H 3.1616 -2.9934 0.6658  0.698
32 H 0.5446 0.5514 0.8250  0.667
33 H -0.1641 -2.7034 -2.3388  0.177
34 H 5.1701 -0.3748 -1.9208  0.500
35 H 4.3582 -1.3575 0.9354  0.239
36 H 2.4419 -5.2068 -0.3779  0.949
37 H 0.0799 -2.0660 3.7874  0.393
38 H -2.6285 -4.0618 -1.0421  0.495
39 H 1.8953 -3.8958 -1.8187  0.763
40 H 4.3896 -2.7600 -2.3378  0.380
41 H -1.8235 -2.1649 -2.0933  0.605
42 H 5.5887 -0.2833 0.3317  0.537
43 H 2.6979 -1.2191 2.0188  0.585
44 H -0.5116 -1.1498 -1.5334  0.062
45 H 1.8179 1.8861 -3.4302  0.347
46 H -0.4122 1.4966 -0.9609  0.298
47 H 4.4525 0.3201 1.5464  0.103
48 H 0.3024 -3.8024 4.0098  0.457
49 H -1.6609 -4.6171 3.1188  0.391
50 H 0.2582 2.7611 -2.0026  0.467
51 H 1.1967 -1.5615 -0.4601  -0.696
52 H 4.2328 -0.2011 -4.6329  0.282
53 H 3.1298 1.4272 2.2700  0.241
54 H 1.9656 2.5036 1.4862  0.360
55 H 5.7089 -3.5358 -0.5815  0.373
56 H -4.2797 -5.1005 1.2062  0.303
57 H 0.5415 2.8266 -0.2593  0.243
58 H 3.7096 1.4825 -4.8212  0.387
59 H 3.4434 -4.8643 3.2188  0.363
60 H 1.4998 -2.9140 3.0932  0.396
61 H 1.2683 -5.4335 2.3221  0.355
62 H 1.4501 1.5317 2.8762  0.446
63 H 0.8190 -4.7454 0.1635  0.224
64 H 0.9548 -1.0736 2.3227  0.627
65 H -3.2539 -6.2251 0.2922  0.393
66 H -3.1087 -6.1368 2.0612  0.385
67 H 2.3490 -2.1555 -1.7864  0.239
68 H 2.6741 -6.1955 1.5911  0.466
69 H 4.0941 -4.5098 -1.9603  0.477

(2)
Here is a structure of composition C26H41B2F4N8O11PV in a non-equilibrium geometry from OMol25. Energies are from wB97M-V/def2-TZVPD.

Properties
⟨S²⟩: 0.8186
Spin multiplicity: 2
E_HOMO (alpha / beta), Ha: -0.5395 / -0.5394
Charge: +2
F_max, eV Å⁻¹: 2.80
Gap between HOMO and LUMO (alpha / beta), eV: 6.80 / 5.83

Each line ends with the Mulliken charge.
Atoms and positions in Å:
1 V 0.4473 -1.0137 -0.0067  -2.660
2 P 0.8706 2.1619 1.0507  -2.047
3 F -0.9143 -1.3731 -3.9312  -0.207
4 F 0.6943 -2.8216 -3.1116  -0.293
5 F 2.3789 -2.6970 3.9445  -0.320
6 F 1.5199 -3.9111 2.1609  -0.327
7 O -2.6090 -0.9154 0.5948  -0.420
8 O 0.6006 -1.8131 2.7514  -0.694
9 O -2.4806 1.8470 -3.6121  -0.593
10 O -1.2766 -2.4516 -1.8798  -0.461
11 O -6.8191 -2.2968 -4.6911  -0.583
12 O 2.8496 -2.0116 1.7892  -0.689
13 O -6.8208 -3.5876 -2.9615  -0.601
14 O -2.3722 0.4591 -1.4044  -0.017
15 O -2.9708 -3.0551 0.0640  -0.340
16 O 0.4502 -0.6700 -2.0933  -0.668
17 O -3.6224 1.0885 -5.2707  -0.633
18 N -3.2149 -1.6826 -0.1222  0.580
19 N -0.7616 -2.4916 -0.6752  0.863
20 N -0.1145 -2.0059 1.6214  1.112
21 N 0.6807 0.4989 0.6214  2.446
22 N -6.4224 -2.6504 -3.6089  1.055
23 N 2.4300 -1.7821 0.5611  1.254
24 N -3.2612 1.0759 -4.1232  1.209
25 N 1.5962 -0.9928 -1.4536  1.643
26 C 4.7366 -2.2492 -0.1903  -1.872
27 C -4.8053 -0.7560 -3.7668  -0.257
28 C -0.7832 3.0198 0.9036  2.608
29 C -1.1007 3.2778 -0.5758  -1.964
30 C -3.8124 0.0043 -3.2648  -0.767
31 C 2.2818 4.2833 -0.1871  -1.594
32 C -1.4241 -3.6543 2.8514  -1.918
33 C 2.1336 3.5191 3.1441  -1.894
34 C -1.0144 -2.9190 1.6389  0.692
35 C 3.4715 2.1048 0.0565  -2.100
36 C -1.8798 2.1191 1.5058  -2.010
37 C -3.2937 -0.1596 -1.9077  1.342
38 C 2.7453 -1.4782 -1.7058  0.577
39 C -5.3332 -1.8483 -3.0128  -0.793
40 C 2.5551 1.0589 3.0316  -2.025
41 C -0.7650 4.3705 1.6306  -1.840
42 C 3.4002 -1.6518 -3.0144  -1.940
43 C -3.8909 -1.3346 -1.2242  -0.212
44 C -4.8731 -2.1830 -1.7912  -0.658
45 C 3.3223 -1.8465 -0.3773  0.557
46 C -1.5640 -3.2943 0.2699  0.458
47 C 1.6666 2.3340 -1.6470  -1.742
48 C 1.5106 2.1568 2.8055  2.390
49 C 0.3450 1.8464 3.7560  -1.636
50 C -1.3939 -4.7825 0.0109  -1.651
51 C 2.1117 2.7592 -0.2284  2.620
52 B 1.8418 -2.6898 2.7189  0.850
53 B -0.2703 -1.9043 -2.9044  0.672
54 H 5.0314 -2.1198 0.8473  0.466
55 H 3.7816 -2.6715 -3.0919  0.398
56 H -0.3399 2.6802 3.8790  0.353
57 H -2.1281 3.6410 -0.6212  0.751
58 H -0.2084 0.9568 3.4564  0.146
59 H 4.1396 2.3723 -0.7628  0.675
60 H -0.3540 -5.0673 0.1726  0.390
61 H -1.3892 -2.9954 3.7172  0.397
62 H -2.8206 2.3574 1.0113  0.559
63 H -1.7027 1.0586 1.3468  0.263
64 H 2.7177 -1.4531 -3.8360  0.379
65 H 2.5630 2.1544 -2.2416  0.569
66 H -5.1905 -0.5541 -4.7585  0.709
67 H -1.7378 4.8297 1.4449  0.521
68 H -0.7064 -4.4605 3.0312  0.337
69 H 3.3784 1.0588 2.3281  0.299
70 H 2.6163 4.6579 0.7758  0.317
71 H 2.0886 0.0829 3.0337  0.406
72 H 3.1068 3.6484 2.6751  0.376
73 H 3.4083 1.0151 0.1012  0.351
74 H -5.2816 -3.0312 -1.2586  0.710
75 H 0.7815 1.6360 4.7333  0.626
76 H 2.9756 1.2223 4.0250  0.658
77 H -0.6574 4.2779 2.7075  0.380
78 H 1.0556 1.4330 -1.6790  0.119
79 H -2.4172 -4.0811 2.7291  0.570
80 H -0.0100 5.0552 1.2512  0.355
81 H -2.0113 2.2966 2.5694  0.391
82 H 3.9286 2.4680 0.9727  0.291
83 H 3.0495 4.5361 -0.9208  0.520
84 H 1.3783 4.8117 -0.4787  0.392
85 H -2.0307 -5.3437 0.6910  0.407
86 H -1.6824 -5.0001 -1.0159  0.502
87 H 2.2948 3.5293 4.2232  0.555
88 H -1.0480 2.3920 -1.2007  0.234
89 H 4.8543 -3.3061 -0.4451  0.395
90 H -0.4728 4.0586 -0.9954  0.211
91 H 5.3937 -1.6723 -0.8395  0.453
92 H 1.5078 4.3745 2.9020  0.323
93 H 1.1041 3.1163 -2.1464  0.294
94 H 4.2573 -0.9755 -3.0727  0.454

(3)
Here is a cluster of 3 separate species, C26H41F5INO9 in total in a non-equilibrium geometry from OMol25. Energies are from wB97M-V/def2-TZVPD.

Properties
Structure (SMILES): [H]/N=C/CC1=C(I)C(=O)C(CCCCO)=C(C(F)(F)C(F)(F)F)C1=O.COCCOCCOC.COCCOCCOC
E_HOMO, Ha: -0.3374
Charge: 0
F_max, eV Å⁻¹: 1.14
Gap between HOMO and LUMO, eV: 7.42

Each line ends with the Mulliken charge.
Atoms and positions in Å:
1 I 3.0638 2.6303 -0.8325  0.133
2 F 0.3655 7.0100 3.4643  -0.237
3 F -1.5480 8.0312 3.6103  -0.279
4 F 0.0118 8.9046 2.3849  -0.232
5 F -1.7065 7.8258 0.7559  -0.318
6 F -2.0663 6.1257 2.1068  -0.250
7 O 0.2107 3.8528 -1.9395  -0.539
8 O -2.0250 -2.2818 4.2384  -0.210
9 O -3.0054 0.9027 1.8243  -0.572
10 O 1.7975 7.4454 1.1409  -0.600
11 O -0.0934 -4.8749 -5.8808  -0.274
12 O -0.7635 -1.3699 1.2713  -0.017
13 O 2.7799 -5.3037 -4.9552  -0.451
14 O 0.9333 -4.2955 -2.7405  -0.313
15 O -1.0069 -4.2681 2.1560  -0.464
16 N 4.7523 4.2838 3.0171  -0.651
17 C 1.7145 -6.2392 -4.9893  -0.265
18 C -1.9408 4.7495 -0.3656  -1.470
19 C -0.3297 -4.1117 -7.0431  -0.796
20 C -1.1024 -3.3402 4.4527  -0.616
21 C 1.3358 6.3590 0.8528  -0.055
22 C 0.5066 4.3866 -0.8851  0.425
23 C -0.2888 -3.6605 3.2170  -0.204
24 C -0.5311 5.1541 -0.0910  0.743
25 C -2.0814 3.0824 1.5881  -0.014
26 C -1.3413 -2.4316 0.5280  -0.051
27 C 2.2067 -3.7783 -3.0860  -0.502
28 C 3.6626 4.7230 2.5577  0.078
29 C 0.4667 -0.9156 0.7660  -0.983
30 C 0.6992 -6.0308 -6.0915  -0.539
31 C 0.9005 -4.9933 -1.5142  -0.708
32 C -1.9416 -3.4888 1.4271  -0.427
33 C 3.6235 5.3087 1.1776  -1.369
34 C -0.5233 7.7434 2.7736  0.513
35 C 2.5223 -3.9684 -4.5541  -0.385
36 C 1.8738 4.2756 -0.2982  -0.486
37 C 2.2785 5.2372 0.5436  0.661
38 C -0.1199 6.0993 0.7709  0.503
39 C -3.2943 -2.4967 4.8175  -0.827
40 C -2.2469 3.3241 0.0909  -0.679
41 C -1.1069 6.9204 1.5780  0.825
42 C -1.8155 1.6554 1.9383  -0.550
43 H -2.1402 -2.0121 -0.0963  0.377
44 H -2.0412 4.7309 -1.4473  0.372
45 H 0.0053 -5.6143 -1.5095  0.256
46 H -1.0100 1.2502 1.3311  -0.015
47 H 2.1981 -7.2000 -5.1820  0.409
48 H -1.4635 1.6177 2.9707  0.432
49 H 2.7372 4.7203 3.1357  0.424
50 H 0.2649 -2.7855 2.8735  0.024
51 H -2.4545 -4.2017 0.7767  0.458
52 H -1.6253 -4.2437 4.7832  0.404
53 H -3.2791 -2.2871 5.8924  0.301
54 H 0.0324 -6.9027 -6.1136  0.372
55 H -3.6435 -3.5204 4.6502  0.400
56 H 1.2180 -5.9738 -7.0545  0.345
57 H 0.3145 -0.2407 -0.0840  0.345
58 H -1.2374 3.6587 1.9630  0.158
59 H 1.7626 -3.5017 -5.1828  0.151
60 H 2.9945 -4.2431 -2.4837  0.374
61 H -3.9979 -1.8168 4.3368  0.222
62 H -3.2907 3.1552 -0.1555  0.337
63 H 1.1125 -1.7466 0.4620  0.425
64 H 0.5800 -4.0014 -7.6425  0.365
65 H 0.4532 -4.4065 3.5120  0.392
66 H -0.6518 -3.1204 -6.7263  0.235
67 H -0.4121 -3.0343 5.2493  0.343
68 H -1.6888 2.6074 -0.5016  0.423
69 H 0.9707 -0.3687 1.5632  0.257
70 H 4.3967 4.8630 0.5703  0.442
71 H -2.6622 5.4623 0.0031  0.527
72 H 3.8802 6.3623 1.2765  0.355
73 H -2.9455 3.4647 2.1186  0.379
74 H 1.2267 -6.3228 -4.0169  0.071
75 H 0.8531 -4.2949 -0.6735  0.231
76 H -2.9358 0.1250 2.3726  0.267
77 H 1.7699 -5.6487 -1.3986  0.389
78 H -0.5999 -2.8925 -0.1297  -0.201
79 H -1.1189 -4.5600 -7.6564  0.314
80 H 2.2042 -2.6999 -2.8770  0.328
81 H 4.6383 3.9411 3.9674  0.277
82 H 3.4589 -3.4384 -4.7450  0.398
83 H -2.7004 -3.0622 2.0848  0.095